Entry 1:
Molecular formula: C28H36CrN2O3SeSi
Method: DFT, wB97M-V/def2-TZVPD

Geometry (Å):
Cr1 -0.33973 0.16080 -0.67018
C1 -2.10916 0.83091 1.45122
C2 -1.23499 0.97803 2.54531
C3 -0.83002 -0.30606 2.95890
C4 -1.45646 -1.25571 2.13520
C5 -2.24464 -0.55953 1.18405
C6 -3.28811 -1.18548 0.30594
C7 -1.38344 -2.74102 2.29231
C8 0.17258 -0.59312 4.03442
C9 -0.77233 2.26540 3.15695
C10 -2.88685 1.92818 0.78253
H1 -4.18678 -1.47014 0.87405
H2 -2.91899 -2.08874 -0.18802
H3 -3.60625 -0.51443 -0.49165
H4 -2.07948 -3.12463 3.05375
H5 -0.38314 -3.08131 2.57790
H6 -1.63138 -3.24678 1.35730
H7 -0.27283 -0.69422 5.03564
H8 0.92045 0.20476 4.10408
H9 0.71211 -1.52459 3.83692
H10 -0.98533 2.30999 4.23310
H11 -1.27123 3.12339 2.69954
H12 0.30527 2.42357 3.03991
H13 -3.84091 2.13944 1.28993
H14 -3.11904 1.67992 -0.25554
H15 -2.32054 2.86100 0.75093
C11 -1.28045 -4.16939 -1.64583
O1 0.11085 -4.46130 -1.60094
C12 0.82518 -3.95907 -0.53377
C13 1.58302 -4.84700 0.19446
C14 2.41613 -4.41149 1.22931
C15 2.47969 -3.06302 1.49619
C16 1.71500 -2.13104 0.77893
C17 1.93322 -0.73403 1.08221
N1 1.32422 0.24736 0.51624
N2 1.75049 1.52053 0.86828
C18 0.98428 2.40028 0.27033
O2 0.00914 2.15323 -0.52411
C19 1.28080 3.84127 0.55014
C20 0.50926 4.82211 -0.07287
C21 0.75685 6.16288 0.17162
C22 1.77477 6.53924 1.03844
C23 2.54322 5.56559 1.66710
C24 2.29896 4.22475 1.42766
C25 0.83053 -2.55735 -0.24883
O3 0.07582 -1.77759 -0.94720
H16 -1.68383 -4.80915 -2.43255
H17 -1.46781 -3.11979 -1.87110
H18 -1.75522 -4.42615 -0.69385
H19 1.51494 -5.89736 -0.06659
H20 3.00447 -5.12248 1.79593
H21 3.13151 -2.69311 2.28051
H22 2.70325 -0.50001 1.81837
H23 -0.27966 4.49936 -0.73819
H24 0.14758 6.91787 -0.31177
H25 1.96931 7.58930 1.22584
H26 3.33208 5.85568 2.35242
H27 2.87726 3.45146 1.91354
C26 0.01937 -2.14395 -4.38906
Si1 -0.14777 -0.27262 -4.16046
C27 -0.37698 0.46152 -5.90031
C28 1.52869 0.34805 -3.54079
Se1 -1.84644 0.29428 -2.84562
H28 0.86707 -2.39039 -5.03391
H29 -0.88507 -2.56466 -4.83205
H30 0.16550 -2.62125 -3.41936
H31 0.40778 0.13658 -6.58561
H32 -0.36785 1.55101 -5.85328
H33 -1.34128 0.15693 -6.30946
H34 2.31570 0.15737 -4.27530
H35 1.80334 -0.16091 -2.61314
H36 1.49430 1.41683 -3.32606

Results
- strongest force on any atom (eV/A) = 0.62
- charge = -2
- energy relative to the best compared isomer or geometry (same formula, charge and spin) (eV) = 0.0000
- E_HOMO (alpha / beta) (eV) = -0.3 / -0.5
- spin multiplicity = 5
- ⟨S²⟩ = 6.018
- calculated total energy (eV) = -140392.86562

Entry 2:
Molecular formula: C23H34AgAsN6STe
Method: DFT, wB97M-V/def2-TZVPD

Geometry (Å):
Ag1 -0.47772 0.78845 1.26098
C1 -2.55303 -3.37853 -0.17509
C2 -1.64086 -2.26268 0.24887
N1 -2.01562 -1.04758 0.42572
N2 -3.31551 -0.77233 0.18076
C3 -3.68769 0.48278 0.39702
N3 -5.01687 0.66823 0.18232
S1 -2.82524 1.87558 0.95239
C4 -0.20461 -2.58337 0.45733
C5 0.21863 -3.91452 0.48016
C6 1.56268 -4.20462 0.63492
C7 2.47038 -3.16450 0.74649
C8 1.96880 -1.87222 0.71194
N4 0.67770 -1.58356 0.58287
H1 -3.53305 -2.97272 -0.39753
H2 -2.65660 -4.12352 0.61961
H3 -2.16122 -3.89011 -1.05892
H4 -5.56226 -0.09044 -0.18561
H5 -5.40088 1.58975 0.26858
H6 -0.50238 -4.71288 0.37598
H7 1.89813 -5.23445 0.66030
H8 3.53152 -3.34415 0.85635
H9 2.64118 -1.02344 0.79606
C9 0.82790 -1.79515 4.18196
C10 -0.41829 -1.00663 4.38769
N5 -0.94812 -0.14994 3.54690
C11 -2.09481 0.33716 4.14587
C12 -2.25264 -0.23552 5.36731
N6 -1.17570 -1.08894 5.51280
H10 1.23694 -1.56165 3.20208
H11 0.62898 -2.86865 4.22249
H12 1.57993 -1.55785 4.93828
H13 -2.72854 1.04411 3.63257
H14 -3.01113 -0.12910 6.12417
H15 -0.99028 -1.68032 6.30336
C13 -0.51106 -0.65225 -2.74730
As1 -0.03009 0.87092 -1.61927
C14 -1.23191 2.17307 -2.43911
C15 1.69076 1.36578 -2.50275
C16 1.66087 1.48616 -3.99354
C17 2.00004 0.40298 -4.80405
C18 1.93354 0.49277 -6.18784
C19 1.52349 1.67332 -6.79216
C20 1.18299 2.76092 -5.99795
C21 1.25072 2.66640 -4.61508
H16 -0.46869 -0.37160 -3.79912
H17 -1.52554 -0.95698 -2.48819
H18 0.16380 -1.48976 -2.56447
H19 -1.18679 2.14035 -3.52830
H20 -0.99261 3.17522 -2.08496
H21 -2.23794 1.93446 -2.09593
H22 2.38963 0.58763 -2.19033
H23 2.00323 2.29918 -2.03227
H24 2.32063 -0.52375 -4.33960
H25 2.20351 -0.36227 -6.79547
H26 1.46959 1.74591 -7.87094
H27 0.86300 3.68823 -6.45724
H28 0.98082 3.52093 -4.00357
C22 1.39612 2.41125 4.19083
Te1 2.04193 1.78493 2.26238
C23 3.16558 3.55717 1.90075
H29 1.08519 3.45222 4.12728
H30 2.19797 2.29512 4.91569
H31 0.54220 1.79204 4.46056
H32 4.04820 3.54928 2.53407
H33 2.54094 4.42072 2.11781
H34 3.46021 3.57297 0.85313

Results
- strongest force on any atom (eV/A) = 0.38
- energy relative to the best compared isomer or geometry (same formula, charge and spin) (eV) = 0.4537
- E_HOMO (eV) = -6.9
- calculated total energy (eV) = -116309.72663

Entry 3:
Molecular formula: C4H9NOS
Method: DFT, wB97M-V/def2-TZVPD

Geometry (Å):
C1 1.15469 0.95158 -0.69104
C2 0.26377 -0.18584 -0.24062
C3 -0.16588 -1.06493 -1.40855
S1 1.17618 -1.89056 -2.34958
N1 -0.91838 0.34842 0.47410
C4 -0.79795 0.39316 1.97153
O1 -1.97624 0.29633 2.59804
H1 1.58594 1.50311 0.14746
H2 0.53361 1.61530 -1.31195
H3 1.95626 0.58867 -1.33104
H4 0.79606 -0.88212 0.43339
H5 -0.86096 -1.81157 -1.00272
H6 -0.74170 -0.44628 -2.10712
H7 -1.66554 -0.33627 0.36091
H8 -0.08349 -0.42886 2.25743
H9 -0.25636 1.34986 2.19975

Results
- strongest force on any atom (eV/A) = 0.77
- charge = -2
- energy relative to the best compared isomer or geometry (same formula, charge and spin) (eV) = 0.1688
- E_HOMO (eV) = 0.4
- SMILES = C[C@H](C[S-])NC[O-]
- calculated total energy (eV) = -18664.62281

Entry 4:
Molecular formula: C2H5N3S3
Method: DFT, wB97M-V/def2-TZVPD

Geometry (Å):
C1 0.98456 -0.29216 0.02628
C2 -1.57879 0.00888 -0.46438
H1 2.57763 -2.61776 -1.31898
H2 3.22854 -1.57262 -0.10013
H3 0.62197 -2.21074 0.82168
H4 -0.95196 0.04806 -1.43679
H5 0.19925 1.96574 0.54581
N1 2.55742 -2.49541 -0.28584
N2 1.38224 -1.66244 0.10709
N3 1.65715 0.72819 -0.50187
S1 -0.63197 -0.15742 1.00699
S2 -3.25046 -0.31470 -0.36629
S3 1.30194 2.35303 -0.08562

Results
- strongest force on any atom (eV/A) = 6.05
- energy relative to the best compared isomer or geometry (same formula, charge and spin) (eV) = 4.5884
- E_HOMO (eV) = -8.5
- SMILES = NN/C(=N/S)SC=S
- calculated total energy (eV) = -39126.57213

Entry 5:
Molecular formula: C4H4AuCl2N2O4Pm
Method: DFT, wB97M-V/def2-TZVPD

Geometry (Å):
Au1 -0.80486 -0.47733 -3.69640
Pm1 0.17975 -0.23044 -0.44983
Cl1 -1.31142 -2.06712 -1.60442
Cl2 -1.24201 1.42397 -1.87978
C1 1.49280 1.92237 0.23931
C2 -0.17484 -2.08725 -4.55413
C3 -0.04245 0.75234 -4.99431
O1 1.88536 2.90416 0.70676
O2 0.21933 -3.10069 -4.93636
O3 0.40860 1.51677 -5.71971
N1 -0.18658 1.10068 3.50109
C4 -0.14924 -0.09788 2.90937
N2 0.02826 -1.20849 3.64079
O4 -0.27995 -0.20581 1.63108
H1 -0.06180 1.18914 4.50733
H2 -0.26202 1.93149 2.91887
H3 0.10691 -2.08553 3.13547
H4 0.19415 -1.18038 4.64488

Results
- strongest force on any atom (eV/A) = 8.30
- charge = +4
- energy relative to the best compared isomer or geometry (same formula, charge and spin) (eV) = 0.0000
- E_HOMO (alpha / beta) (eV) = -23.3 / -24.9
- spin multiplicity = 7
- ⟨S²⟩ = 12.050
- calculated total energy (eV) = -60625.91120

Entry 6:
Molecular formula: C52H137N9O17
Method: DFT, wB97M-V/def2-TZVPD

Geometry (Å):
C1 3.67061 -4.02999 -1.19620
C2 3.08312 -5.29381 -1.91044
C3 2.42873 -4.93015 -3.25120
O1 2.07569 -6.10242 -3.99070
C4 1.04645 -6.90118 -3.53725
N1 4.16181 -6.24996 -2.15709
H1 4.40431 -4.24831 -0.42023
H2 2.87144 -3.38991 -0.82243
H3 4.19905 -3.43398 -1.94026
H4 2.38312 -5.81317 -1.25595
H5 3.08966 -4.36120 -3.90510
H6 1.63392 -4.19533 -3.12313
H7 0.99238 -7.72189 -4.25252
H8 0.08531 -6.38748 -3.51689
H9 1.17941 -7.16542 -2.48816
H10 3.96001 -6.63691 -3.06793
H11 5.06672 -5.80335 -2.19919
C5 -8.77341 0.31182 -5.19445
C6 -7.60854 0.06247 -4.25890
C7 -6.32576 0.80996 -4.64193
O2 -5.24672 0.44962 -3.73157
C8 -4.02281 1.15645 -3.95782
N2 -8.00173 0.41646 -2.93029
H12 -9.57730 -0.33134 -4.83637
H13 -8.63348 -0.11101 -6.18930
H14 -9.19655 1.31595 -5.16668
H15 -7.37855 -0.99619 -4.37905
H16 -6.43921 1.89118 -4.72058
H17 -5.98442 0.51428 -5.63399
H18 -4.10769 2.24231 -4.00046
H19 -3.49581 0.83719 -4.85695
H20 -3.44425 0.96998 -3.05306
H21 -8.18478 1.40820 -2.87522
H22 -7.17644 0.29176 -2.36157
C9 -0.94350 -0.73886 -0.82108
C10 0.59213 -0.85667 -0.97720
C11 1.33197 -0.94185 0.34949
O3 1.27296 0.33810 1.04350
C12 2.26639 0.49150 2.04600
N3 0.83143 -2.01741 -1.79678
H23 -1.27575 -1.49398 -0.10868
H24 -1.54091 -0.78268 -1.73174
H25 -1.32356 0.17937 -0.37330
H26 0.92466 0.05041 -1.48191
H27 2.38666 -1.16092 0.18293
H28 0.93444 -1.75455 0.95742
H29 2.20798 -0.27611 2.81767
H30 2.01645 1.37482 2.63369
H31 3.29289 0.57817 1.68978
H32 0.37790 -2.77625 -1.30834
H33 0.29083 -1.99671 -2.64967
C13 3.62827 1.73023 7.03402
C14 4.31609 2.10543 5.72494
C15 5.68707 2.83711 5.98507
O4 6.64527 1.97670 6.61128
C16 7.82470 2.80690 6.90099
N4 4.37610 1.10734 4.70398
H34 4.25446 0.97182 7.50393
H35 2.71317 1.16653 6.85256
H36 3.40250 2.48168 7.79062
H37 3.69795 2.81198 5.17105
H38 5.53158 3.76283 6.53911
H39 6.15661 3.08178 5.03230
H40 8.40734 2.22669 7.61652
H41 7.50259 3.65850 7.50025
H42 8.29381 3.22877 6.01213
H43 4.97071 1.49392 3.98489
H44 4.90219 0.34376 5.10433
C17 -7.49601 3.24240 3.92385
O5 -6.16406 3.41473 3.83292
C18 -5.66679 4.46223 4.63732
C19 -4.13174 4.26663 4.70750
N5 -3.49806 4.35558 3.40006
C20 -2.34154 3.46856 3.33232
C21 -1.33422 3.59765 2.13487
O6 -2.01314 3.30355 0.90960
C22 -1.27143 3.47688 -0.26251
H45 -7.76503 2.41800 3.26348
H46 -8.06153 4.12131 3.61433
H47 -7.79956 2.89503 4.91141
H48 -6.07758 4.27518 5.62948
H49 -5.98151 5.47159 4.37227
H50 -3.92033 3.24742 5.03096
H51 -3.80381 4.97161 5.47141
H52 -4.21639 4.05113 2.75865
H53 -2.50422 2.39334 3.40672
H54 -1.63554 3.73193 4.11990
H55 -0.63237 2.77116 2.24635
H56 -0.74428 4.51218 2.07395
H57 -1.01783 4.52245 -0.43741
H58 -1.93732 3.36683 -1.11842
H59 -0.43873 2.77627 -0.32457
C23 1.63619 -9.24136 2.26467
O7 0.95873 -8.10287 1.78324
C24 1.80052 -6.94361 1.96580
C25 1.04480 -5.67087 1.48543
N6 -0.18716 -5.56468 2.26430
C26 -1.00155 -4.43377 1.83482
C27 -1.71030 -4.61974 0.46419
O8 -0.81255 -4.30173 -0.60230
C28 -1.49479 -4.64141 -1.85309
H60 2.52735 -9.47785 1.68328
H61 0.90825 -10.05121 2.31314
H62 1.99857 -9.07114 3.27848
H63 2.67121 -7.02039 1.31456
H64 2.15825 -6.86447 2.99238
H65 0.79081 -5.79124 0.43229
H66 1.64088 -4.77487 1.65854
H67 -0.67939 -6.44157 2.17016
H68 -0.48737 -3.47687 1.92464
H69 -1.81055 -4.43093 2.56531
H70 -2.46684 -3.84022 0.55418
H71 -2.11493 -5.62618 0.35722
H72 -2.45780 -4.13696 -1.93218
H73 -1.75155 -5.69480 -1.96509
H74 -0.90795 -4.34738 -2.72330
C29 -1.50437 -1.05439 -4.82345
O9 -0.36681 -1.82466 -4.46088
C30 0.27374 -2.42114 -5.57392
C31 -0.10467 -3.88620 -5.55921
N7 -1.54519 -4.22368 -5.52317
C32 -2.15275 -4.10000 -6.86249
C33 -3.65978 -4.24957 -6.68813
O10 -4.15391 -3.09785 -5.99827
C34 -5.55123 -3.21475 -5.72856
H75 -2.16249 -1.09769 -3.95564
H76 -2.04394 -1.44609 -5.68574
H77 -1.19680 -0.02392 -5.00134
H78 1.35984 -2.40198 -5.48382
H79 0.01212 -1.94981 -6.52128
H80 0.42927 -4.28889 -4.69849
H81 0.42785 -4.34340 -6.39318
H82 -1.92259 -3.44889 -4.99650
H83 -1.82679 -4.80422 -7.62795
H84 -2.06923 -3.11281 -7.31699
H85 -3.93589 -5.19883 -6.22902
H86 -4.11347 -4.13290 -7.67233
H87 -5.87284 -4.04474 -5.09945
H88 -6.13964 -3.32122 -6.63990
H89 -5.94982 -2.34763 -5.20193
C35 -0.67644 -0.65210 3.84950
O11 -1.96318 -1.13701 3.73650
C36 -2.85841 -0.76184 4.78641
C37 -4.13236 -1.53985 4.59088
N8 -4.82227 -1.28602 3.32951
C38 -5.26736 0.05792 3.01331
C39 -5.91996 0.08777 1.63021
O12 -5.03307 -0.27543 0.53371
C40 -4.07074 0.73754 0.16135
H90 -0.52940 0.42436 3.76175
H91 -0.10597 -1.24424 3.13393
H92 -0.24169 -0.89713 4.81855
H93 -3.07462 0.30447 4.85236
H94 -2.39705 -1.00413 5.74377
H95 -4.87770 -1.46066 5.38228
H96 -3.82247 -2.58478 4.57720
H97 -4.11954 -1.41275 2.61522
H98 -4.49344 0.82546 3.00912
H99 -6.02300 0.36933 3.73452
H100 -6.33764 1.08439 1.48742
H101 -6.70789 -0.66247 1.69663
H102 -3.41042 0.18844 -0.50990
H103 -3.58491 1.28208 0.97102
H104 -4.56483 1.55131 -0.36945
C41 2.34121 3.06106 -0.96365
O13 1.64204 4.28982 -0.84075
C42 2.43097 5.36717 -0.43910
C43 1.59785 6.67565 -0.59706
N9 1.99360 7.84293 0.17452
C44 3.16956 8.46685 -0.41032
C45 3.43862 9.85548 0.20066
O14 2.30808 10.66620 -0.03966
C46 2.31835 11.77613 0.84232
H105 1.68702 2.20442 -1.12580
H106 2.92845 2.85250 -0.06936
H107 3.05158 3.02490 -1.78958
H108 3.33671 5.52501 -1.02461
H109 2.75171 5.16491 0.58281
H110 0.72385 6.41723 0.00081
H111 1.31107 6.83081 -1.63715
H112 1.21583 8.47721 0.06113
H113 3.12636 8.55062 -1.49623
H114 4.03808 7.85986 -0.15466
H115 4.24070 10.31895 -0.37377
H116 3.63409 9.81876 1.27236
H117 3.19289 12.40894 0.69122
H118 2.21650 11.38227 1.85356
H119 1.40385 12.31286 0.58991
C47 5.02849 3.74174 2.48404
C48 5.79594 2.75483 1.61309
O15 6.06905 1.74373 2.56241
H120 4.57309 4.47572 1.81921
H121 5.65340 4.34581 3.14183
H122 4.23118 3.33738 3.10766
H123 6.72576 3.16036 1.21423
H124 5.08187 2.33261 0.90603
H125 6.57142 1.07291 2.09419
C49 3.96286 -1.27726 -4.39301
C50 3.10583 -0.05522 -4.82721
O16 2.71695 0.62893 -3.65254
H126 4.83563 -0.98525 -3.80898
H127 4.31000 -1.78298 -5.29404
H128 3.32908 -1.91718 -3.77907
H129 2.20096 -0.38093 -5.34026
H130 3.71167 0.64592 -5.40119
H131 2.13457 0.10538 -3.09726
C51 5.50219 -1.68107 1.58232
C52 6.08260 -0.93916 0.38294
O17 7.19247 -0.15523 0.72946
H132 4.92606 -1.03104 2.24083
H133 6.22878 -2.12229 2.26459
H134 4.85957 -2.50512 1.27234
H135 5.40616 -0.20567 -0.05583
H136 6.27499 -1.65847 -0.41309
H137 7.70699 0.11035 -0.03627

Results
- strongest force on any atom (eV/A) = 3.11
- energy relative to the best compared isomer or geometry (same formula, charge and spin) (eV) = 3.5121
- E_HOMO (eV) = -8.3
- SMILES = COC[C@H](C)N.COC[C@H](C)N.COC[C@H](C)N.COC[C@H](C)N.COCCNCCOC.COCCNCCOC.COCCNCCOC.COCCNCCOC.COCCNCCOC.CCO.CCO.CCO
- calculated total energy (eV) = -104351.80970